175
Properties=species:S:1:pos:R:3:lowdin_charge:R:1 method="wB97M-V/def2-TZVPD" s2=3.76 total_charge=+1 spin_multiplicity=4
V -3.051 2.441 -1.184 1.0033
F 2.041 1.693 -1.657 0.1278
F 2.182 -0.085 -0.549 0.0892
F 1.503 1.797 0.430 0.1728
O -1.429 3.499 -5.631 -0.2153
O -1.062 -4.970 3.246 -0.0826
O 5.829 -4.400 -3.092 -0.1735
O 2.337 3.326 3.865 -0.1771
O 1.951 -2.719 5.043 -0.1230
O -1.092 -2.958 5.116 -0.0453
O 4.379 -3.728 3.398 -0.2185
O -5.478 0.661 -3.562 -0.2401
O -0.650 -1.011 -5.931 -0.1805
O 1.799 6.236 1.455 -0.0991
O -0.296 -0.762 5.680 -0.0806
O -0.747 0.034 0.110 -0.1339
O -3.781 -4.601 3.330 -0.0571
O -2.537 2.335 1.047 -0.2568
O 4.462 5.653 0.606 -0.0753
O -5.063 -4.322 0.817 -0.0498
O -0.851 1.516 -1.572 -0.2232
N -3.447 0.142 -1.276 0.0220
N -3.148 2.625 -3.513 0.0112
N 3.121 5.988 4.042 0.0458
N 2.718 -3.250 -1.479 0.0286
N 0.699 -2.436 -3.783 0.0566
N 1.551 -3.650 1.117 0.0595
N -2.271 4.558 -0.845 0.0156
C 3.512 4.602 0.875 -0.2115
C 6.764 -3.798 -3.974 -0.0933
C 1.906 -1.320 4.819 -0.1918
C -0.784 -5.284 4.604 -0.2132
C -1.406 5.878 1.034 -0.0466
C 2.251 -1.755 -5.567 -0.0473
C -3.190 -2.028 -2.300 -0.0293
C 3.802 -4.197 -1.813 -0.3910
C -2.412 3.668 1.439 -0.2175
C 4.641 -3.685 -2.986 -0.2488
C -4.581 4.627 -3.973 -0.0423
C -3.314 1.506 1.914 -0.0414
C 1.072 -0.753 6.008 -0.2452
C -1.848 -0.307 -6.101 -0.1065
C 1.346 4.295 4.197 -0.1995
C -5.125 -0.582 -2.999 -0.1690
C 2.442 -4.340 2.053 -0.4173
C 1.001 6.627 5.197 -0.0389
C -3.518 3.652 -4.532 -0.3418
C 2.038 5.496 4.889 -0.3865
C 1.405 1.049 -0.651 -0.5263
C -3.647 -0.608 -2.547 -0.3620
C 0.256 -0.365 -5.007 -0.1833
C -2.156 4.377 -4.809 -0.1970
C 3.173 -5.577 -2.119 -0.0347
C 1.785 2.040 3.698 -0.1089
C -0.208 -1.158 0.697 -0.2565
C 3.821 -3.640 2.076 -0.1644
C -0.026 0.594 -1.037 -0.4206
C -0.105 3.942 -5.924 -0.0682
C -6.721 0.683 -4.224 -0.0808
C -3.859 -3.664 1.161 -0.2566
C 2.081 5.085 0.683 -0.2579
C -1.546 4.458 0.477 -0.3577
C -3.859 -3.346 2.642 -0.2059
C 5.426 -2.799 3.622 -0.1003
C -1.140 -1.560 1.814 -0.0660
C -0.276 -4.078 5.385 -0.2113
C 2.569 -5.830 1.859 -0.0509
C 1.318 -1.262 -4.487 -0.4001
H -0.757 -2.538 2.114 0.0664
H 7.518 -4.551 -4.193 0.0897
H 3.010 -6.421 2.663 0.0845
H -2.282 -0.200 -5.097 0.0545
H -3.004 -0.155 -3.301 0.1031
H 2.936 -0.964 4.913 0.1196
H 1.374 -1.094 3.890 0.1154
H 3.697 -2.607 1.742 0.1207
H -7.050 1.724 -4.229 0.0868
H 3.357 6.929 4.339 0.0908
H -4.670 -2.687 2.960 0.1324
H 3.061 -1.089 -5.870 0.0856
H -0.832 6.566 0.416 0.0912
H 3.971 5.444 4.138 0.0983
H -2.570 -0.862 -6.699 0.0946
H -4.371 1.801 1.883 0.0993
H 1.326 -1.213 6.969 0.1231
H 3.684 -6.271 -1.454 0.0681
H 0.448 6.200 6.035 0.0778
H 3.833 3.822 0.188 0.1207
H -0.379 -4.238 6.466 0.1341
H -4.636 -5.025 3.441 0.1146
H -1.777 0.692 -6.543 0.0882
H 0.725 -4.211 0.951 0.0719
H -7.432 0.016 -3.737 0.0970
H 0.189 -3.021 -4.440 0.0846
H 1.343 4.305 0.923 0.0771
H 2.989 -2.267 -1.534 0.0689
H -1.115 -0.831 2.627 0.0892
H 5.693 -2.801 4.678 0.0909
H 3.086 -6.107 0.936 0.0634
H 3.311 -5.876 -3.157 0.0773
H -3.073 -4.386 0.914 0.1362
H -2.018 -4.771 3.279 0.0303
H -3.014 -2.702 2.895 0.0834
H -0.414 -0.162 -4.160 0.1016
H -3.896 3.149 -5.421 0.1470
H -2.391 6.335 1.200 0.0879
H -3.910 1.953 -3.556 0.0399
H 0.600 0.567 -5.462 0.1353
H -0.216 -1.961 -0.055 0.1094
H 1.811 5.259 -0.363 0.1219
H -2.188 -1.632 1.515 0.0382
H -4.721 5.417 -4.717 0.0842
H 0.798 -3.849 5.388 0.0835
H -3.662 -2.559 -1.472 0.0638
H -0.138 -6.162 4.681 0.1201
H -2.096 3.707 2.488 0.1431
H -5.047 -4.506 -0.126 0.0847
H 1.975 -4.187 3.031 0.1120
H -4.027 -0.252 -0.538 0.0923
H 4.847 -2.611 -2.862 0.1250
H -6.624 0.503 -5.300 0.0971
H -4.279 5.270 -3.144 0.0680
H 4.562 -4.189 1.489 0.1204
H 0.849 -1.140 0.956 0.0971
H 0.654 3.831 4.913 0.1237
H 2.106 -5.536 -1.907 0.0743
H -0.057 -2.008 -3.252 0.0378
H 1.568 7.475 5.581 0.0756
H -3.100 1.728 2.961 0.1092
H 2.199 -3.251 -2.363 0.0410
H 1.369 0.279 6.224 0.0920
H -1.686 4.620 -3.853 0.1171
H 6.255 -3.544 -4.909 0.0854
H -0.130 4.843 -6.542 0.0930
H 4.122 6.451 1.029 0.0694
H -2.119 -2.178 -2.154 0.0808
H -5.247 -1.322 -3.798 0.1338
H -2.954 5.296 -0.656 0.0936
H -3.346 4.250 1.532 0.1404
H -2.343 2.152 -3.924 0.0814
H -0.628 3.888 0.341 0.1284
H 6.322 -3.118 3.082 0.0904
H 0.362 4.035 -4.942 0.0957
H 1.692 -2.072 -6.451 0.0855
H -5.508 4.080 -3.818 0.0716
H 2.623 1.391 3.438 0.0932
H -0.503 -1.691 5.510 -0.0340
H -3.228 0.467 1.617 0.0747
H 1.563 -6.247 1.740 0.0749
H 2.775 -3.020 4.636 0.0672
H 2.124 -3.543 0.265 0.0227
H 4.058 -3.738 -3.918 0.1077
H 3.651 4.340 1.923 0.0921
H -3.519 -2.594 -3.177 0.0927
H 1.782 -0.696 -3.675 0.1331
H -0.931 -2.816 4.171 0.0720
H 1.427 1.637 4.651 0.0687
H 0.999 1.794 2.977 0.0847
H 0.301 6.969 4.437 0.0701
H 0.683 4.487 3.346 0.1071
H 2.827 -2.662 -5.365 0.0568
H 5.074 -1.811 3.314 0.0830
H -1.684 -5.632 5.121 0.1162
H 2.185 6.093 2.345 0.0329
H 0.380 3.198 -6.554 0.0862
H 7.218 -2.897 -3.556 0.0887
H -1.081 5.996 2.070 0.0784
H -2.374 5.270 -5.404 0.1316
H 0.049 -0.233 -1.753 0.1268
H -3.692 -2.768 0.551 0.0780
H -1.683 5.116 -1.462 0.1018
H 2.361 5.103 5.855 0.1378
H -2.514 -0.185 -1.003 0.0593
H -5.866 -0.733 -2.206 0.1392
H 4.508 -4.302 -0.987 0.1218

The following is a quantum chemistry calculation of 6 unconnected molecules or ions with the total composition C12H37F2N3O9S2, from OMol25.

```
65
Properties=species:S:1:pos:R:3:lowdin_charge:R:1
S -1.602 -4.056 -0.269 0.6466
S 0.664 -3.885 -0.483 0.4455
F 1.789 -2.765 -0.702 -0.2065
F -2.819 -3.088 0.279 -0.2408
O 1.037 -4.445 0.816 -0.2802
O 3.482 1.633 0.015 -0.1043
O -1.246 2.182 0.547 -0.2605
O -1.566 -4.953 0.933 -0.2712
O -2.240 -4.567 -1.471 -0.2623
O 0.117 -0.410 -0.692 0.2113
O -0.248 -2.100 -6.235 -0.0255
O 0.821 -4.723 -1.704 -0.2699
O 1.084 1.335 4.649 -0.2076
N -0.420 -2.841 -0.418 -0.2856
N 1.764 0.003 1.367 0.0411
N -2.907 0.217 -0.584 0.0516
C 0.206 -0.953 2.897 -0.0348
C 2.879 1.597 -1.252 -0.3062
C 0.946 0.325 2.504 -0.4020
C -0.109 -2.158 -3.895 -0.0743
C 3.988 2.023 -2.256 -0.0620
C -2.636 2.554 0.331 -0.1070
C 0.076 2.318 4.472 -0.0891
C -3.280 0.455 1.717 -0.0641
C -0.235 -1.289 -5.168 -0.3790
C 1.928 0.842 3.627 -0.1330
C -3.470 1.150 0.410 -0.3746
C -0.378 3.092 -0.059 -0.1182
H 2.285 -0.810 1.661 0.1060
H -3.540 -0.604 1.721 0.0876
H -2.222 0.586 1.945 0.0523
H -3.090 -0.707 -0.220 0.0476
H -0.794 1.926 3.945 0.0715
H 0.492 -0.477 -5.144 0.1050
H -2.820 2.901 -0.686 0.1152
H -2.755 3.341 1.076 0.1259
H -1.009 -2.685 -3.579 0.0729
H -0.734 4.122 -0.014 0.0968
H -0.635 -1.079 2.215 0.0603
H -0.249 -0.732 3.862 0.0875
H -0.273 2.578 5.471 0.0915
H 0.700 -2.888 -3.848 0.0737
H 2.565 0.049 4.019 0.1369
H 2.066 2.269 -1.526 0.0997
H 3.765 1.658 -3.258 0.0753
H 0.697 -1.925 2.946 0.0929
H -1.171 -2.030 -6.487 0.0975
H -3.427 0.240 -1.450 0.0864
H -0.600 0.105 -0.317 0.0937
H 4.155 3.098 -2.181 0.0818
H 0.853 -0.354 -0.078 0.0434
H -1.157 -0.728 -5.011 0.1060
H -0.065 2.766 -1.050 0.0789
H 2.504 1.674 3.221 0.1198
H 0.093 0.915 2.169 0.1008
H -3.800 0.986 2.513 0.0900
H -4.521 1.360 0.210 0.1303
H 4.842 1.413 -1.961 0.0710
H 2.613 0.545 -1.356 0.1051
H 4.053 0.861 0.037 0.0984
H -0.118 -1.339 -0.755 0.0053
H 0.457 3.215 3.983 0.0899
H 2.437 0.726 1.154 0.0402
H 0.563 3.027 0.486 0.0841
H 0.216 -1.496 -3.092 0.0416
```

36
Properties=species:S:1:pos:R:3:lowdin_charge:R:1 method="wB97M-V/def2-TZVPD" smiles="O=C(CSc1n[nH]c(-c2cccs2)n1)N[C@H]1CCS(=O)(=O)C1"
S -3.432 -2.078 0.031 0.9847
S 0.281 2.118 -0.709 1.1014
S 3.010 -0.089 0.203 0.6739
O 4.253 -0.248 0.901 -0.3081
O -0.426 -3.976 -0.152 0.0628
O 2.773 1.201 -0.398 -0.4166
N -0.056 -1.752 -0.016 0.0942
N -2.018 0.243 -0.150 0.0833
N -3.474 1.647 0.652 0.0706
N -4.078 0.446 0.695 0.0506
C -2.064 -2.506 -1.111 -0.3516
C 1.634 -0.574 1.322 -0.1385
C 2.275 -2.524 -0.060 -0.1753
C 0.818 3.729 -0.561 -0.3661
C -0.777 -2.835 -0.371 -0.5629
C -1.268 2.554 -0.053 -0.4413
C -2.232 1.521 0.137 -0.3383
C 1.143 -1.907 0.789 -0.3260
C -0.132 4.557 -0.042 -0.1755
C -1.331 3.890 0.258 -0.1142
C -3.170 -0.373 0.204 -0.7009
C 2.791 -1.449 -0.985 -0.1942
H 1.819 3.962 -0.863 0.0732
H 3.745 -1.683 -1.444 0.1092
H -0.490 -0.834 -0.130 0.0760
H 0.879 0.204 1.293 0.0757
H 1.889 -3.395 -0.588 0.1173
H 2.059 -0.655 2.317 0.1118
H -2.408 -3.395 -1.637 0.0826
H -1.935 -1.671 -1.797 0.0815
H 2.063 -1.133 -1.724 0.1042
H 0.908 -2.605 1.604 0.1577
H 0.023 5.608 0.124 0.1036
H -3.959 2.470 0.972 0.1613
H -2.192 4.372 0.686 0.1074
H 3.082 -2.841 0.603 0.1268

Going through the records in order, we get total energy values of -122281.9555; -63040.6890; -57280.0123 eV.